{"formula": "C45H60O45", "method": "ωB97M-V/def2-TZVPD", "species": ["C", "C", "O", "C", "O", "O", "H", "H", "H", "H", "C", "C", "O", "C", "O", "O", "H", "H", "H", "H", "C", "C", "O", "C", "O", "O", "H", "H", "H", "H", "C", "C", "O", "C", "O", "O", "H", "H", "H", "H", "C", "C", "O", "C", "O", "O", "H", "H", "H", "H", "C", "C", "O", "C", "O", "O", "H", "H", "H", "H", "C", "C", "O", "C", "O", "O", "H", "H", "H", "H", "C", "C", "O", "C", "O", "O", "H", "H", "H", "H", "C", "C", "O", "C", "O", "O", "H", "H", "H", "H", "C", "C", "O", "C", "O", "O", "H", "H", "H", "H", "C", "C", "O", "C", "O", "O", "H", "H", "H", "H", "C", "C", "O", "C", "O", "O", "H", "H", "H", "H", "C", "C", "O", "C", "O", "O", "H", "H", "H", "H", "C", "C", "O", "C", "O", "O", "H", "H", "H", "H", "C", "C", "O", "C", "O", "O", "H", "H", "H", "H"], "xyz": [[0.318683, 4.149801, 2.341262], [-0.941215, 4.715484, 1.710836], [-1.631600, 5.212193, 2.894071], [-0.825138, 5.337972, 3.929587], [-1.130310, 5.850297, 5.012475], [0.398607, 4.897756, 3.610102], [1.136545, 4.435174, 1.679615], [0.233570, 3.084858, 2.557481], [-1.502974, 3.933831, 1.199410], [-0.668762, 5.539701, 1.051636], [3.654910, 3.579995, -4.046055], [3.244714, 2.205326, -3.561113], [4.320277, 1.741379, -2.854460], [5.353046, 2.483916, -3.123187], [6.534305, 2.228259, -2.716858], [5.072579, 3.542096, -3.929401], [3.316781, 4.468165, -3.512264], [3.474132, 3.819116, -5.094025], [3.090082, 1.564918, -4.429473], [2.391885, 2.377865, -2.904590], [-1.474914, -2.637646, 4.865059], [-1.662889, -2.927113, 3.391299], [-3.059236, -3.237935, 3.268341], [-3.688984, -2.795699, 4.404090], [-4.903147, -2.873446, 4.639585], [-2.798876, -2.462117, 5.284729], [-1.026301, -1.647898, 4.950115], [-0.929609, -3.435592, 5.369071], [-1.144183, -3.807223, 3.011229], [-1.412405, -2.107904, 2.717308], [-1.472535, 4.278287, -2.896966], [-0.609585, 3.053201, -3.138704], [-1.286657, 2.050100, -2.436018], [-2.224617, 2.620742, -1.672997], [-2.778613, 2.039698, -0.763499], [-2.436013, 3.886124, -1.943736], [-1.910171, 4.583857, -3.847333], [-0.887265, 5.153090, -2.613620], [0.411436, 3.136562, -2.766338], [-0.604842, 2.721598, -4.177030], [-0.033249, 0.461582, 0.974435], [0.688383, 0.644068, -0.354466], [0.247549, -0.530348, -0.952517], [-0.796750, -1.071510, -0.354913], [-1.446422, -2.031117, -0.848602], [-1.066905, -0.449546, 0.743198], [-0.418164, 1.451741, 1.218412], [0.581604, 0.081535, 1.790298], [1.777181, 0.612641, -0.313945], [0.498205, 1.572697, -0.892578], [-1.788562, -5.453078, 0.582568], [-1.138220, -6.360290, -0.478306], [-0.886429, -7.491132, 0.318685], [-0.497594, -7.013503, 1.536338], [0.074560, -7.624736, 2.422114], [-1.105342, -5.750444, 1.754611], [-2.835497, -5.551622, 0.869494], [-1.629853, -4.399060, 0.354601], [-0.228181, -6.009386, -0.964927], [-1.816455, -6.642611, -1.283527], [-3.091866, 0.724278, -4.625445], [-3.503562, -0.318627, -3.590852], [-4.442018, -1.104349, -4.168680], [-4.304558, -0.941272, -5.541639], [-5.044121, -1.583459, -6.286622], [-3.645596, 0.086024, -5.803738], [-2.038346, 0.976387, -4.746436], [-3.552837, 1.697887, -4.459024], [-3.899828, 0.120976, -2.675528], [-2.611541, -0.834172, -3.235047], [-4.373199, -3.144673, 0.316560], [-4.509625, -1.623259, 0.461489], [-5.607616, -1.485744, 1.265483], [-6.352737, -2.623965, 1.333237], [-7.389728, -2.836987, 1.949046], [-5.669642, -3.601899, 0.694459], [-3.579608, -3.491988, 0.978134], [-4.177687, -3.536492, -0.681614], [-4.531926, -1.173571, -0.531173], [-3.624583, -1.247599, 0.974989], [-4.187620, 2.304160, 4.985196], [-4.703995, 0.984614, 4.612497], [-3.546261, 0.351252, 4.172115], [-2.542191, 1.187711, 4.090969], [-1.389862, 0.941746, 3.748304], [-2.950109, 2.420111, 4.395618], [-4.002829, 2.315692, 6.059362], [-4.851550, 3.093655, 4.633046], [-5.356564, 1.070091, 3.743611], [-4.959015, 0.366278, 5.473145], [6.504390, -0.111648, -0.680624], [5.806562, -0.895818, -1.801999], [4.553466, -1.147024, -1.292954], [4.478834, -0.733480, -0.009419], [3.498843, -0.890825, 0.669850], [5.556268, -0.185101, 0.311819], [6.772441, 0.883589, -1.035223], [7.411086, -0.674727, -0.459399], [6.418895, -1.753552, -2.080323], [5.596541, -0.175670, -2.592801], [1.572870, -1.708642, 3.351301], [2.905299, -1.615090, 4.000128], [3.060550, -2.768303, 4.749159], [2.023169, -3.574120, 4.542712], [1.766330, -4.502600, 5.268245], [1.179835, -3.108285, 3.668118], [1.693704, -1.470146, 2.294601], [0.808063, -1.016672, 3.703954], [3.096143, -0.824872, 4.726239], [3.707545, -1.720510, 3.269788], [5.737711, 1.792746, 3.018705], [5.189812, 3.084423, 2.543045], [3.890760, 2.708711, 2.194255], [3.505296, 1.781577, 3.013155], [2.364543, 1.440518, 3.327776], [4.633315, 1.257249, 3.627847], [6.415345, 2.126948, 3.804341], [6.266962, 1.184318, 2.285344], [5.737288, 3.401904, 1.655588], [5.180406, 3.916749, 3.246786], [0.742943, -2.829096, -3.052153], [2.116445, -2.231632, -2.823869], [2.037455, -1.086381, -3.698882], [0.870076, -0.817428, -4.130888], [0.529845, 0.183916, -4.739672], [-0.017756, -1.810352, -3.641615], [0.288734, -3.228896, -2.145540], [0.674068, -3.701242, -3.702305], [2.899147, -2.899320, -3.183993], [2.191575, -1.929046, -1.779418], [2.789633, 7.040739, 0.282418], [3.814473, 6.750614, -0.815124], [3.527088, 5.308203, -1.132411], [2.341339, 4.987868, -0.674873], [1.762746, 3.903703, -0.878967], [1.872965, 6.006115, -0.006357], [2.236949, 7.961802, 0.097277], [3.202411, 7.059132, 1.291063], [4.777736, 6.971252, -0.355200], [3.678905, 7.370602, -1.701320], [-2.878672, -3.858169, -3.841486], [-4.259891, -4.341522, -3.994472], [-4.150018, -5.535430, -4.677055], [-2.829698, -5.830980, -4.794656], [-2.355873, -6.895713, -5.251250], [-2.093076, -4.807440, -4.517307], [-2.573283, -3.648020, -2.816465], [-2.728441, -2.926813, -4.387485], [-4.904331, -3.552968, -4.383008], [-4.575716, -4.612625, -2.987072]], "atomic_forces_ev_per_a": [[-0.15, 0.77, 0.35], [0.37, -0.09, 1.25], [-1.47, -0.15, -1.50], [-0.15, 1.55, 2.85], [0.80, -1.49, -2.97], [0.69, -0.83, -0.73], [0.34, -0.49, 0.62], [0.34, 0.11, 0.11], [-0.38, 0.33, 0.13], [-0.46, 0.12, 0.01], [0.44, 1.38, -1.16], [-2.57, 1.32, -1.42], [0.76, -0.82, 1.38], [6.65, 0.44, 0.75], [-4.70, 1.06, -1.51], [0.62, -1.26, 1.22], [-0.27, -0.40, 0.55], [-0.38, -0.52, -0.07], [-0.56, -0.23, 0.35], [-0.11, -0.88, -0.11], [0.71, 0.79, -1.22], [0.21, -1.08, -1.30], [-0.87, 0.81, 0.44], [-3.63, -2.04, -0.42], [3.38, 0.66, -1.20], [-0.02, 0.66, 2.40], [0.49, -0.28, 0.42], [-0.30, 0.16, 0.34], [0.13, 0.10, 0.39], [-0.16, 0.33, 0.20], [0.77, 1.19, -1.68], [0.51, -0.11, -0.92], [-0.41, -0.58, 0.54], [-1.05, -2.21, 2.92], [0.47, 0.40, -1.24], [0.30, 1.13, -0.55], [-0.66, -0.12, 0.16], [-0.13, -0.14, 0.73], [-0.09, 0.09, 0.07], [0.28, 0.32, -0.09], [1.16, 2.76, 1.24], [0.96, -0.02, 1.16], [0.48, -1.21, -2.84], [-2.41, -3.34, -2.92], [1.92, 2.73, 1.80], [-1.02, -0.03, 0.94], [-0.43, -0.43, 0.63], [0.00, 0.32, -0.22], [0.01, -0.27, 0.48], [-0.83, -0.33, -0.19], [-0.13, 1.76, -0.93], [-1.87, 0.17, -0.20], [1.53, -0.27, 0.90], [-0.62, -0.90, 3.26], [-1.06, 1.56, -2.68], [2.44, -2.29, 0.13], [-0.30, -0.58, -0.99], [0.03, 0.13, -0.14], [0.16, 0.38, 0.42], [-0.11, -0.06, 0.14], [-0.56, 0.16, 0.04], [2.33, 1.81, 2.77], [-0.36, -1.33, -1.62], [-6.17, -3.76, 0.12], [2.45, 0.98, 1.17], [3.13, 3.53, -1.56], [0.09, -0.94, -0.11], [-0.65, -0.09, -0.31], [-0.23, 0.27, -0.10], [0.10, -0.63, -0.25], [0.15, 0.04, -0.14], [2.42, -1.15, -1.02], [-2.53, 0.86, 0.99], [-1.20, -1.43, 1.72], [2.59, 1.38, -1.89], [-0.13, -0.31, 0.11], [-0.51, -0.26, 0.18], [0.01, 0.34, -0.10], [-0.71, 0.49, 0.12], [-0.14, 0.23, 0.02], [-1.34, 1.83, 1.99], [-0.68, -1.03, -0.29], [1.81, -2.10, -0.94], [2.83, 0.29, -1.19], [-1.98, -0.03, 0.49], [1.54, 0.38, -0.96], [-0.41, 0.58, 0.18], [0.22, 0.20, 0.41], [-0.61, -0.59, 0.46], [-1.25, 0.29, -0.34], [1.58, -1.04, -2.33], [1.17, 2.00, -1.23], [-1.74, -1.46, 0.68], [-3.50, -2.07, -1.50], [0.19, 0.24, 0.05], [2.72, 2.62, 3.86], [-0.37, 0.14, 0.59], [-0.01, 0.29, 0.81], [-0.67, -0.23, -0.23], [0.73, -0.62, -0.62], [-0.88, -0.14, -0.28], [2.07, 0.80, 0.05], [0.05, -1.69, 0.89], [-0.34, -1.49, 3.58], [0.51, -0.06, -0.99], [-0.68, 2.29, -2.50], [-0.18, -0.91, -0.17], [-0.04, -0.23, 0.49], [-0.27, 0.51, -0.69], [-0.03, 0.97, -0.29], [2.29, 1.67, 1.47], [1.37, 0.87, -1.96], [-1.62, 1.54, -1.64], [-2.27, -2.53, 3.01], [2.85, 0.85, -1.42], [-2.34, -1.45, 0.15], [0.54, -0.81, 0.11], [-0.52, -0.19, -0.02], [-0.28, 0.24, -0.15], [-0.12, -0.27, 0.32], [-0.51, -1.80, 0.15], [-1.04, -0.47, -0.42], [3.47, 0.23, 0.55], [-3.94, 0.29, 0.46], [0.43, -1.73, 0.75], [0.27, 2.16, -1.28], [-0.18, 0.77, 0.28], [0.62, 0.04, -0.48], [0.16, 0.36, 0.31], [0.53, 0.23, -0.35], [-0.09, 0.39, -1.64], [-0.17, -0.15, 0.70], [2.40, 1.34, -0.52], [-0.96, -2.55, -0.63], [1.38, 2.97, 0.51], [-2.89, -0.15, 2.09], [0.23, 0.08, 0.18], [-0.28, -0.58, 0.03], [0.42, -0.94, -0.70], [-0.05, -0.42, -0.09], [1.25, 2.70, -0.65], [-1.28, 0.71, 2.47], [0.53, -1.57, -1.18], [0.50, -5.06, -3.26], [-1.99, 3.29, 1.74], [1.69, 0.75, 1.25], [0.27, -0.46, 0.07], [0.08, 0.10, 0.09], [-0.23, -0.65, -0.56], [-0.75, 0.18, 0.07]], "e_homo_ev": -10.30, "de_lowest_kj_mol": 365.5, "orbital_gap_ev": 9.4}